# 1
Computed, not measured: C6H10N2 as an isolated structure in a non-equilibrium geometry, with ωB97M-V/def2-TZVPD.

Last column: Löwdin charge in e.
Atoms and positions in Å:
C1 0.5133 0.3562 1.4992  -0.16
C2 0.8546 -0.8009 0.3577  -0.23
C3 -0.4391 -1.2745 0.8536  -0.21
C4 -1.0803 0.7868 -0.3808  -0.04
C5 -0.5499 -0.3528 -1.5708  -0.09
C6 0.4107 1.3728 -0.7613  -0.14
H1 1.0653 1.2938 1.4943  0.09
H2 0.7842 -0.1663 2.4193  0.10
H3 1.7994 -1.5412 0.4606  0.16
H4 -0.3952 -1.9380 1.7669  0.13
H5 -1.1488 -1.8570 0.2254  0.11
H6 -1.8728 1.5238 -0.3899  0.09
H7 -0.5217 -1.3595 -1.6707  0.04
H8 -0.8446 -0.0478 -2.6908  0.14
H9 0.5349 1.9163 -1.6209  0.07
H10 0.9433 1.9825 -0.1244  0.06
N1 -0.8925 0.1790 1.1254  -0.04
N2 0.8392 -0.0731 -0.9927  -0.09

---

# 2
Computed, not measured: a 2-piece molecular cluster, C7H16O overall in a non-equilibrium geometry, with ωB97M-V/def2-TZVPD.

## Properties
Structure (SMILES) ... C=CCCCCC.O

Last column: Löwdin charge in e.
Atoms and positions in Å:
C1 2.5299 -0.9859 -1.2904  -0.02
C2 2.3415 -0.7103 -0.0360  -0.20
C3 1.5312 0.4203 0.5669  -0.21
C4 0.6677 1.2761 -0.3749  -0.19
C5 -0.8010 0.6747 -0.5371  -0.19
C6 -1.6335 0.2568 0.6915  -0.26
C7 -2.0504 1.4574 1.5736  -0.09
H1 1.9767 -0.4751 -2.0989  0.07
H2 3.0829 -1.7985 -1.6404  0.03
H3 2.8600 -1.2368 0.7680  0.10
H4 2.3441 1.0113 1.0825  0.12
H5 0.8310 0.0730 1.4339  0.13
H6 1.1916 1.3821 -1.3192  0.09
H7 0.4485 2.3044 0.0087  0.11
H8 -1.3789 1.4214 -1.0983  0.10
H9 -0.7281 -0.2815 -1.1101  0.09
H10 -2.4471 -0.4138 0.4203  0.11
H11 -1.1369 -0.3499 1.2994  0.03
H12 -3.1272 1.4094 1.8235  0.07
H13 -1.6171 1.5149 2.5779  0.07
H14 -1.8485 2.3407 1.0476  0.04
O1 -0.8375 -2.9752 -0.8524  -0.12
H15 -0.4785 -2.9458 -1.8112  0.08
H16 -1.7203 -3.3697 -1.1249  0.06

---

# 3
Computed, not measured: a 8-piece molecular cluster, C57H51F7N2O overall in a non-equilibrium geometry, with ωB97M-V/def2-TZVPD.

## Properties
Structure (SMILES) ... C#Cc1cc(CCCCOC)c2nccnc2c1.Fc1ccccc1.Fc1ccccc1.Fc1ccccc1.Fc1ccccc1.Fc1ccccc1.Fc1ccccc1.Fc1ccccc1

Last column: Löwdin charge in e.
Atoms and positions in Å:
C1 -3.9172 3.3000 -1.6237  0.09
C2 -3.2093 2.2192 -1.7486  -0.07
C3 -2.6907 0.7423 -1.5842  -0.18
C4 -1.3539 0.3670 -0.9102  0.02
C5 -0.9636 -1.1082 -0.7625  -0.11
C6 0.3945 -1.4587 -0.0223  -0.16
C7 1.4390 -2.2933 -0.8896  -0.22
C8 2.2082 -1.4479 -2.0054  -0.15
C9 1.2198 -1.0933 -3.2294  -0.22
O1 1.8117 -1.3357 -4.5263  -0.25
C10 0.7338 -1.4958 -5.4891  -0.11
C11 -1.8943 -2.2455 -1.2910  -0.14
N1 -1.4644 -3.5817 -1.0682  0.09
C12 -2.3757 -4.5079 -1.5923  -0.07
C13 -3.6923 -4.1210 -2.2739  -0.08
N2 -4.1512 -2.8146 -2.4899  0.08
C14 -3.2049 -1.8859 -1.9768  -0.17
C15 -3.5610 -0.3789 -2.1060  0.04
H1 -4.6814 4.1157 -1.4271  0.06
H2 -0.6698 1.1910 -0.5075  0.12
H3 0.1088 -1.9919 0.9507  0.12
H4 0.8998 -0.4719 0.2704  0.12
H5 1.0192 -3.2204 -1.3901  0.09
H6 2.2412 -2.6688 -0.1523  0.11
H7 3.0068 -2.1404 -2.4603  0.12
H8 2.6982 -0.5333 -1.5431  0.11
H9 0.8718 -0.0087 -3.1583  0.13
H10 0.2949 -1.7614 -3.1421  0.11
H11 -0.2507 -1.0405 -5.1543  0.09
H12 1.0004 -0.9943 -6.4881  0.10
H13 0.6207 -2.6126 -5.7236  0.10
H14 -2.1331 -5.6163 -1.4893  0.10
H15 -4.3600 -4.9706 -2.6436  0.11
H16 -4.5460 -0.0751 -2.6023  0.12
F1 -4.3464 5.4251 0.1855  0.02
C16 -3.8398 5.3471 1.4307  -0.28
C17 -3.5130 4.1066 1.9518  -0.01
C18 -2.9853 4.0229 3.2350  -0.07
C19 -2.8010 5.1801 3.9860  -0.08
C20 -3.1378 6.4210 3.4533  -0.07
C21 -3.6553 6.5063 2.1651  -0.02
H17 -3.6712 3.2164 1.3552  0.09
H18 -2.7187 3.0573 3.6500  0.09
H19 -2.3946 5.1131 4.9865  0.08
H20 -2.9972 7.3215 4.0411  0.11
H21 -3.9151 7.4643 1.7304  0.12
F2 -0.9480 4.0477 6.0608  0.04
C22 -1.1470 2.9642 6.8314  -0.29
C23 -0.3289 1.8578 6.6725  -0.02
C24 -0.5319 0.7389 7.4727  -0.08
C25 -1.5571 0.7358 8.4145  -0.09
C26 -2.3753 1.8514 8.5612  -0.08
C27 -2.1662 2.9748 7.7692  -0.02
H22 0.4586 1.8759 5.9282  0.12
H23 0.1074 -0.1299 7.3622  0.11
H24 -1.7175 -0.1393 9.0353  0.10
H25 -3.1761 1.8461 9.2923  0.11
H26 -2.7881 3.8557 7.8757  0.12
F3 7.3341 2.5987 -3.0276  0.06
C28 6.4658 1.7330 -3.5779  -0.29
C29 6.7183 0.3734 -3.4986  -0.03
C30 5.8175 -0.5232 -4.0633  -0.08
C31 4.6798 -0.0493 -4.7101  -0.09
C32 4.4386 1.3190 -4.7879  -0.07
C33 5.3337 2.2161 -4.2139  -0.02
H27 7.6136 0.0230 -2.9980  0.12
H28 6.0021 -1.5904 -3.9998  0.10
H29 3.9804 -0.7486 -5.1531  0.09
H30 3.5535 1.6870 -5.2954  0.11
H31 5.1575 3.2845 -4.2572  0.11
F4 -5.0883 0.4605 5.8355  0.06
C34 -5.5927 0.5965 4.5985  -0.29
C35 -4.7326 0.8003 3.5322  -0.02
C36 -5.2538 0.9362 2.2502  -0.09
C37 -6.6302 0.8775 2.0512  -0.09
C38 -7.4849 0.6772 3.1309  -0.08
C39 -6.9635 0.5302 4.4117  -0.02
H32 -3.6644 0.8514 3.7076  0.11
H33 -4.5886 1.0884 1.4068  0.09
H34 -7.0365 0.9881 1.0512  0.10
H35 -8.5574 0.6357 2.9750  0.10
H36 -7.6135 0.3649 5.2627  0.12
F5 0.4023 3.2687 -4.1476  0.05
C40 -0.0531 4.5319 -4.0928  -0.28
C41 -1.1225 4.8332 -3.2649  -0.01
C42 -1.5896 6.1418 -3.2067  -0.08
C43 -0.9883 7.1302 -3.9816  -0.10
C44 0.0820 6.8134 -4.8116  -0.09
C45 0.5564 5.5077 -4.8643  -0.02
H37 -1.5955 4.0609 -2.6774  0.07
H38 -2.4226 6.3913 -2.5582  0.10
H39 -1.3568 8.1499 -3.9376  0.10
H40 0.5465 7.5832 -5.4180  0.10
H41 1.3945 5.2443 -5.4986  0.11
F6 6.0344 -3.5913 -1.8215  0.05
C46 6.6783 -3.0051 -0.7981  -0.29
C47 7.4716 -3.7751 0.0366  -0.02
C48 8.1417 -3.1670 1.0927  -0.08
C49 8.0020 -1.7984 1.3077  -0.10
C50 7.1982 -1.0367 0.4652  -0.08
C51 6.5368 -1.6421 -0.5974  -0.02
H42 7.5617 -4.8402 -0.1415  0.12
H43 8.7715 -3.7586 1.7478  0.10
H44 8.5217 -1.3257 2.1346  0.10
H45 7.0868 0.0286 0.6360  0.11
H46 5.9138 -1.0630 -1.2685  0.10
F7 1.1632 -10.9064 0.8470  0.06
C52 0.9588 -9.6060 0.5845  -0.29
C53 2.0467 -8.7797 0.3536  -0.02
C54 1.8346 -7.4336 0.0767  -0.08
C55 0.5380 -6.9275 0.0445  -0.10
C56 -0.5463 -7.7663 0.2830  -0.09
C57 -0.3358 -9.1148 0.5491  -0.02
H47 3.0489 -9.1900 0.3910  0.12
H48 2.6783 -6.7793 -0.1131  0.11
H49 0.3738 -5.8754 -0.1675  0.09
H50 -1.5558 -7.3699 0.2619  0.09
H51 -1.1686 -9.7844 0.7286  0.12

---

no.,gap between HOMO and LUMO (eV),E (eV)
1,9.20,-9357.888
2,10.21,-9564.209
3,7.53,-83978.571